Entry 1:
C28H14Cl6NO2PS5Ti | ωB97M-V/def2-TZVPD

Positions of all 58 atoms, in Å:
1 Ti 0.9468 1.5615 -0.7225
2 O 4.7153 6.0513 2.9036
3 C 3.9894 5.3055 2.2954
4 S 3.4638 5.5771 0.6282
5 C 2.4141 4.1748 0.5016
6 C 2.3694 3.3528 1.5598
7 S 1.3717 1.9243 1.6710
8 S 3.3579 3.7861 2.9443
9 S 1.5149 3.9447 -0.9784
10 Cl -1.5493 3.1474 -0.1707
11 C -2.9414 2.1606 -0.4722
12 C -4.1500 2.7675 -0.7720
13 C -5.2585 1.9811 -1.0367
14 C -5.1550 0.5973 -1.0098
15 C -3.9382 0.0033 -0.7125
16 C -2.8122 0.7759 -0.4314
17 P -1.1855 0.0410 -0.0476
18 C -1.2733 -0.3361 1.7274
19 C -0.1412 -0.9231 2.2940
20 C -0.1178 -1.2285 3.6442
21 C -1.2170 -0.9349 4.4427
22 C -2.3387 -0.3411 3.8865
23 C -2.3719 -0.0453 2.5284
24 C -1.2837 -1.5906 -0.8498
25 C -1.6472 -2.7408 -0.1526
26 C -1.6803 -3.9679 -0.8019
27 C -1.3569 -4.0501 -2.1507
28 C -1.0010 -2.9045 -2.8485
29 C -0.9571 -1.6793 -2.2005
30 H -4.2091 3.8470 -0.8061
31 H -6.2028 2.4523 -1.2772
32 H -6.0183 -0.0176 -1.2280
33 H -3.8479 -1.0757 -0.7060
34 H 0.7240 -1.1276 1.6718
35 H 0.7679 -1.6748 4.0768
36 H -1.1919 -1.1593 5.5016
37 H -3.1932 -0.1036 4.5078
38 H -3.2513 0.4163 2.0975
39 H -1.8841 -2.6826 0.9028
40 H -1.9520 -4.8604 -0.2523
41 H -1.3746 -5.0082 -2.6545
42 H -0.7393 -2.9583 -3.8972
43 H -0.6531 -0.7919 -2.7445
44 Cl 7.1437 -2.5042 -0.7470
45 C 5.5505 -1.8422 -0.7486
46 C 5.3524 -0.4842 -0.9843
47 Cl 6.6905 0.5586 -1.2765
48 C 4.0705 0.0356 -0.9825
49 Cl 3.7416 1.6983 -1.2719
50 C 2.9396 -0.7576 -0.7578
51 O 1.7380 -0.2528 -0.7799
52 C 3.1605 -2.1217 -0.5173
53 Cl 1.7789 -3.1070 -0.2154
54 C 4.4435 -2.6558 -0.5135
55 Cl 4.6668 -4.3394 -0.2131
56 S -0.2048 1.0727 -5.3713
57 C 0.0197 1.3961 -3.8114
58 N 0.1674 1.6382 -2.6711

Calculated values
<S²>: 0.756
Calculated total energy in eV: -196571.07367
Kohn-Sham gap (spin up / spin down) in eV: 6.727 / 6.722
Multiplicity: 2
HOMO (spin up / spin down) in eV: -4.53 / -4.53
Strongest force on any atom in Eh/bohr: 0.0095
Net charge: -1
E_LUMO (spin up / spin down) in eV: 2.19 / 2.19
Energy above the lowest of the compared OMol25 structures with the same formula, charge and spin in kJ/mol: 0.0

Löwdin population analysis, charges in e, atoms 1 to 2: 0.340, -0.089



Entry 2:
CH4INOS | ωB97M-V/def2-TZVPD

Positions of all 9 atoms, in Å:
1 C 1.4580 -0.6612 0.3643
2 N -1.4070 1.6940 -0.9590
3 O -1.1332 -1.2526 -0.0050
4 S 0.1557 -1.1302 -0.7867
5 I -2.9065 0.8547 -0.1039
6 H 1.0526 -0.0020 1.0892
7 H 2.3746 -0.5245 -0.1632
8 H 1.7282 -1.5392 1.0537
9 H -1.3225 2.5610 -0.4895

Calculated values
Calculated total energy in eV: -23571.25021
Kohn-Sham gap (spin up / spin down) in eV: 7.344 / 7.954
HOMO (spin up / spin down) in eV: -8.39 / -8.84
Strongest force on any atom in Eh/bohr: 0.0685
E_LUMO (spin up / spin down) in eV: -1.05 / -0.89
Energy above the lowest of the compared OMol25 structures with the same formula, charge and spin in kJ/mol: 276.4

Löwdin population analysis, charges in e, atoms 1 to 2: -0.354, -0.575



Entry 3:
C37H23CoF2N2O7P | ωB97M-V/def2-TZVPD

Positions of all 73 atoms, in Å:
1 Co 0.3678 -0.9885 1.6098
2 O 5.4986 0.1391 5.1134
3 C 4.3554 -0.1096 4.3906
4 C 3.3312 -0.9205 4.8875
5 C 2.2080 -1.1594 4.1427
6 N 2.0984 -0.7205 2.8748
7 C 3.0583 0.0849 2.3940
8 C 4.2114 0.4024 3.1129
9 C 2.8901 0.5272 0.9438
10 O 3.7416 1.2536 0.4297
11 O 1.9133 -0.0423 0.3304
12 C 1.0427 -1.9906 4.7454
13 O 1.1683 -2.4412 5.9240
14 O 0.0782 -2.0502 3.9442
15 H 5.2610 -0.1545 5.9932
16 H 3.3930 -1.3158 5.9188
17 H 4.9863 0.9215 2.6024
18 O 0.5717 2.4762 2.8117
19 C -0.2789 2.0687 1.9817
20 O -0.7970 0.9009 1.8881
21 C -0.7779 3.1283 0.9925
22 C -0.8801 4.4577 1.4453
23 C -1.3031 5.4738 0.6309
24 C -1.6852 5.1618 -0.6848
25 C -1.5280 3.8893 -1.1703
26 C -1.0810 2.8232 -0.3504
27 P -0.6735 1.1535 -1.0391
28 C -2.3232 0.7426 -1.7384
29 C -2.2857 -0.4468 -2.4522
30 C -3.4530 -0.9421 -2.9954
31 C -4.6738 -0.2723 -2.8649
32 C -4.6631 0.9365 -2.2213
33 C -3.5056 1.4519 -1.6607
34 C 0.2845 1.6250 -2.5903
35 C 1.6922 1.5557 -2.4747
36 C 2.4983 2.0203 -3.4976
37 C 1.9295 2.4956 -4.6889
38 C 0.5627 2.4019 -4.8813
39 C -0.2577 2.0032 -3.8150
40 H -0.6148 4.6158 2.4726
41 H -1.4459 6.4787 0.9755
42 H -2.1454 5.9309 -1.2892
43 H -1.8302 3.6731 -2.2109
44 H -1.3677 -1.0202 -2.4862
45 H -3.4717 -1.9218 -3.5245
46 H -5.5798 -0.7409 -3.2322
47 H -5.6125 1.4833 -2.0661
48 H -3.5547 2.3574 -1.0838
49 H 2.0880 1.1987 -1.5290
50 H 3.5633 2.0415 -3.3569
51 H 2.5299 2.9464 -5.4537
52 H 0.1478 2.7734 -5.7931
53 H -1.3286 1.9748 -3.9829
54 F -4.9547 -1.7656 0.8670
55 C -3.6890 -2.2770 0.6716
56 C -2.5961 -1.5652 1.2441
57 C -1.3133 -1.9889 0.9619
58 C -1.0825 -3.1425 0.2068
59 C -2.1872 -3.8290 -0.2785
60 F -1.9696 -4.9102 -1.0521
61 C -3.4865 -3.4063 -0.0863
62 C 0.3386 -3.5766 0.0207
63 C 0.8037 -4.7686 -0.4922
64 C 2.1501 -5.0310 -0.5354
65 C 3.0238 -4.0760 -0.1046
66 C 2.5192 -2.8923 0.4034
67 N 1.2434 -2.6783 0.4498
68 H -2.6753 -0.6897 1.8797
69 H -4.2799 -3.9255 -0.5831
70 H 0.0772 -5.4901 -0.7706
71 H 2.5147 -5.9998 -0.8878
72 H 4.0811 -4.2392 -0.1261
73 H 3.1289 -2.0801 0.7897

Calculated values
<S²>: 3.758
Calculated total energy in eV: -108409.92135
Kohn-Sham gap (spin up / spin down) in eV: 6.736 / 7.371
Multiplicity: 4
HOMO (spin up / spin down) in eV: -2.29 / -2.92
Strongest force on any atom in Eh/bohr: 0.0490
Net charge: -2
E_LUMO (spin up / spin down) in eV: 4.45 / 4.45
Energy above the lowest of the compared OMol25 structures with the same formula, charge and spin in kJ/mol: 0.0

Löwdin population analysis, charges in e, atoms 1 to 2: 0.762, 0.044



Entry 4:
C32H37BN12O5S5Ti | ωB97M-V/def2-TZVPD

Positions of all 93 atoms, in Å:
1 Ti 1.4453 -0.2553 -0.4276
2 C 2.7251 -3.9824 0.9002
3 C 2.3629 -3.2505 -0.2081
4 N 2.5638 -1.8640 -0.2540
5 N 3.1246 -2.0608 2.3492
6 C 3.1217 -3.3962 2.0958
7 B 1.9332 -1.3600 2.9923
8 N 2.1093 0.1749 2.7726
9 C 2.4082 1.1544 3.6431
10 C 2.6992 2.3025 2.9360
11 C 2.5577 1.9329 1.6032
12 N 2.1846 0.6593 1.5006
13 N 0.5481 -1.7929 2.3886
14 C -0.4995 -2.3753 3.0065
15 C -1.4626 -2.6683 2.0633
16 C -0.9153 -2.2082 0.8655
17 N 0.2761 -1.6657 1.0720
18 N 1.9170 -1.7864 4.4971
19 C 1.7898 -3.0721 4.9068
20 C 1.9445 -3.1109 6.2709
21 C 2.1794 -1.7708 6.6193
22 N 2.1673 -0.9868 5.5559
23 H 2.6879 -5.0642 0.8553
24 H 1.9437 -3.7234 -1.0926
25 H 3.4911 -4.0252 2.9049
26 H 2.4265 0.9419 4.6957
27 H 2.9910 3.2594 3.3310
28 H 2.7318 2.5071 0.7088
29 H -0.4990 -2.5376 4.0687
30 H -2.4185 -3.1362 2.2188
31 H -1.3423 -2.2238 -0.1238
32 H 1.5922 -3.8612 4.2018
33 H 1.8927 -3.9733 6.9124
34 H 2.3567 -1.3434 7.5936
35 O 4.6919 -3.5538 -5.9685
36 C 4.1629 -3.0688 -4.9997
37 S 5.0337 -2.5719 -3.5442
38 C 3.6520 -1.9108 -2.6868
39 C 2.4443 -1.9748 -3.2835
40 S 0.8886 -1.4268 -2.7381
41 S 2.4380 -2.7138 -4.8826
42 S 3.9617 -1.3478 -1.0371
43 C -5.2581 -3.8237 -2.1390
44 C -5.0387 -2.3589 -2.4920
45 S -5.0328 -1.3856 -0.9996
46 O -6.3424 -1.4528 -0.4015
47 O -3.8810 -1.7619 -0.2203
48 C -4.7909 0.2915 -1.5930
49 C -4.2501 1.2022 -0.4965
50 N -2.8377 1.0529 -0.1244
51 C -1.7773 0.6289 -0.8532
52 N -0.6818 0.5533 -0.1088
53 C -1.0200 0.9610 1.1455
54 C -2.3360 1.2855 1.1503
55 N -3.0544 1.8510 2.2460
56 O -2.4798 1.8851 3.3151
57 O -4.1775 2.3001 2.0439
58 C -1.7710 0.3012 -2.3047
59 H -5.2444 -4.4231 -3.0479
60 H -6.2174 -3.9613 -1.6429
61 H -4.4675 -4.1798 -1.4804
62 H -5.8347 -1.9595 -3.1223
63 H -4.0757 -2.1991 -2.9787
64 H -5.7869 0.6494 -1.8523
65 H -4.1914 0.2559 -2.4948
66 H -4.8334 1.0153 0.4009
67 H -4.4312 2.2430 -0.7671
68 H -0.3179 1.0152 1.9609
69 H -2.3097 1.0407 -2.8937
70 H -2.1704 -0.6978 -2.4840
71 H -0.7356 0.3074 -2.6457
72 C -0.9615 3.7817 -2.1784
73 N -0.6113 4.1954 -0.8367
74 C -0.6098 5.6417 -0.7580
75 C 0.6051 3.5394 -0.2998
76 C 1.6354 3.0924 -1.3219
77 C 2.2849 4.1149 -2.0206
78 C 3.1937 3.8377 -3.0257
79 C 3.4510 2.5103 -3.3310
80 C 2.8294 1.5001 -2.6092
81 C 1.9178 1.7199 -1.5562
82 H -0.4122 4.3406 -2.9520
83 H -2.0354 3.9286 -2.3473
84 H -0.7083 2.7435 -2.3147
85 H 0.0824 6.1179 -1.4714
86 H -0.3462 5.9620 0.2503
87 H -1.6130 6.0178 -0.9779
88 H 0.3104 2.6701 0.2853
89 H 1.0432 4.2480 0.4093
90 H 2.0724 5.1482 -1.7655
91 H 3.6890 4.6409 -3.5588
92 H 4.1473 2.2538 -4.1219
93 H 3.0741 0.4900 -2.9012

Calculated values
<S²>: 3.786
Calculated total energy in eV: -139870.83625
Kohn-Sham gap (spin up / spin down) in eV: 5.069 / 6.194
Multiplicity: 4
HOMO (spin up / spin down) in eV: -3.66 / -4.78
Strongest force on any atom in Eh/bohr: 0.0110
Net charge: -1
E_LUMO (spin up / spin down) in eV: 1.41 / 1.41
Energy above the lowest of the compared OMol25 structures with the same formula, charge and spin in kJ/mol: 405.2

Löwdin population analysis, charges in e, atoms 1 to 2: 0.736, -0.119



Entry 5:
C37H16Cl2F15O2Si | ωB97M-V/def2-TZVPD

Positions of all 73 atoms, in Å:
1 F 4.4208 4.5702 -3.4447
2 C 3.8596 3.3693 -3.1901
3 C 3.0764 2.7339 -4.1568
4 F 2.8404 3.3315 -5.3414
5 C 2.5236 1.4941 -3.8593
6 F 1.8560 0.8747 -4.8576
7 C 2.6376 0.8714 -2.6152
8 Si 1.8140 -0.7383 -2.1674
9 C 0.4883 -1.2144 -3.4237
10 C 0.3714 -2.4386 -4.0965
11 F 1.4062 -3.3165 -4.0739
12 C -0.7642 -2.8106 -4.8030
13 F -0.8411 -4.0261 -5.3813
14 C -1.8528 -1.9401 -4.8470
15 F -3.0323 -2.3541 -5.3367
16 C -1.7455 -0.6511 -4.2934
17 F -2.8187 0.1655 -4.2304
18 C -0.5435 -0.3089 -3.6685
19 F -0.4256 0.9477 -3.1500
20 C 3.1374 -2.0895 -2.1959
21 C 4.2252 -2.0212 -3.0763
22 F 4.3011 -0.9952 -3.9654
23 C 5.2141 -2.9967 -3.1677
24 F 6.2101 -2.8923 -4.0741
25 C 5.1253 -4.1204 -2.3380
26 F 6.0627 -5.0841 -2.4103
27 C 4.0731 -4.2288 -1.4215
28 F 3.9928 -5.3142 -0.6179
29 C 3.1015 -3.2274 -1.3784
30 F 2.0347 -3.3907 -0.5441
31 O 1.1039 -0.4730 -0.5384
32 C -0.1174 -0.5773 -0.1370
33 C -0.6623 -0.7655 1.2482
34 C -1.9383 -1.5434 0.9090
35 C -2.3419 -0.8736 -0.3886
36 O -1.0807 -0.4567 -1.0089
37 C 3.4544 1.5340 -1.6834
38 F 3.6441 0.9745 -0.4463
39 C 4.0660 2.7649 -1.9475
40 F 4.8084 3.3839 -0.9876
41 H 0.0415 -1.3905 1.8892
42 H -1.6572 -2.6235 0.7717
43 H -2.7304 -1.4615 1.6639
44 H -2.9281 -1.4869 -1.1008
45 H -2.9125 0.0524 -0.2247
46 Cl -7.0844 0.1467 7.8912
47 C -5.9928 0.1143 6.5618
48 C -6.4120 -0.4424 5.3278
49 C -5.5544 -0.3784 4.2263
50 C -4.2839 0.2628 4.3003
51 C -3.3787 0.3611 3.1948
52 C -2.0489 0.6638 3.3345
53 C -1.2276 0.8900 2.1286
54 C -0.1385 1.8972 2.1508
55 C 0.2614 2.6608 1.0288
56 C 1.1680 3.7286 1.1605
57 C 1.7985 3.9676 2.3954
58 Cl 2.9263 5.2461 2.5655
59 C 1.4334 3.2047 3.5223
60 C 0.5030 2.1547 3.3650
61 C -3.9254 0.8313 5.5479
62 C -4.7632 0.7973 6.6522
63 H -7.3980 -0.9268 5.2839
64 H -5.8718 -0.8515 3.2991
65 H -3.7947 0.1891 2.1992
66 H -1.6728 0.7306 4.3891
67 H -1.8763 0.9890 1.2473
68 H -0.2332 2.4989 0.0598
69 H 1.4203 4.3791 0.3027
70 H 1.8792 3.4309 4.4856
71 H 0.2100 1.5938 4.2438
72 H -2.9531 1.3172 5.6411
73 H -4.4887 1.2867 7.6023

Calculated values
Calculated total energy in eV: -116398.74244
Kohn-Sham gap in eV: 6.764
HOMO in eV: -10.98
Strongest force on any atom in Eh/bohr: 0.0511
Net charge: +1
E_LUMO in eV: -4.21

Löwdin population analysis, charges in e, atoms 1 to 2: 0.138, -0.090



Entry 6:
C27H26F6GaN5O4S2Si | ωB97M-V/def2-TZVPD

Positions of all 72 atoms, in Å:
1 Ga 0.6034 -0.1149 0.2237
2 C -3.8128 -2.5633 -2.5017
3 C -2.4446 -2.4014 -2.6727
4 C -1.6981 -1.7586 -1.7038
5 C -2.3212 -1.2693 -0.5551
6 C -3.6940 -1.4407 -0.3788
7 C -4.4319 -2.0864 -1.3533
8 N -1.4942 -0.6530 0.4007
9 N -2.0615 -0.0712 1.3554
10 C -1.2004 0.5163 2.2798
11 C -1.7994 1.1637 3.3680
12 C -0.9990 1.7899 4.2994
13 C 0.3855 1.7927 4.1337
14 C 0.9697 1.1707 3.0385
15 C 0.1983 0.4786 2.1112
16 H -4.4001 -3.0541 -3.2669
17 H -1.9662 -2.7750 -3.5686
18 H -0.6306 -1.6084 -1.8240
19 H -4.1531 -1.0595 0.5222
20 H -5.4971 -2.2208 -1.2181
21 H -2.8800 1.1736 3.4456
22 H -1.4440 2.2940 5.1472
23 H 1.0117 2.2872 4.8663
24 H 2.0456 1.2008 2.9060
25 N 1.9738 -5.5903 3.0317
26 C 1.6202 -4.5083 2.2951
27 C 2.4192 -4.0386 1.2451
28 C 2.0150 -2.9358 0.5336
29 N 0.8916 -2.2549 0.7865
30 C 0.1073 -2.7262 1.7650
31 C 0.4128 -3.8299 2.5198
32 H 2.8858 -5.9913 2.9203
33 H 1.4499 -5.8342 3.8507
34 H 3.3472 -4.5346 0.9927
35 H 2.6002 -2.5924 -0.3018
36 H -0.8128 -2.1885 1.9445
37 H -0.2751 -4.1683 3.2834
38 C 0.5029 1.8392 -2.9768
39 Si -0.2371 1.7735 -1.2357
40 C 0.1390 3.3859 -0.2949
41 C -2.1286 1.7352 -1.4355
42 C -2.9565 2.1424 -0.3859
43 C -4.3372 2.1445 -0.5157
44 C -4.9255 1.7247 -1.6997
45 C -4.1218 1.3054 -2.7502
46 C -2.7412 1.3155 -2.6180
47 H 0.1453 2.7192 -3.5156
48 H 0.2488 0.9483 -3.5552
49 H 1.5833 1.8919 -2.9014
50 H 0.1768 4.2335 -0.9817
51 H 1.1002 3.3072 0.2091
52 H -0.6134 3.5920 0.4678
53 H -2.5159 2.4686 0.5488
54 H -4.9539 2.4823 0.3089
55 H -6.0030 1.7362 -1.8072
56 H -4.5749 0.9751 -3.6773
57 H -2.1271 0.9958 -3.4529
58 F 5.1682 -1.5604 -0.0788
59 C 4.6111 -1.1295 -1.2004
60 F 5.5115 -0.5503 -1.9770
61 F 4.1496 -2.2029 -1.8652
62 S 3.1264 0.0011 -0.8617
63 O 2.8812 -0.0169 0.5699
64 O 2.0520 -0.6652 -1.5810
65 N 3.4243 1.3950 -1.4828
66 S 4.7131 2.2251 -0.9771
67 O 5.3695 1.5811 0.1236
68 O 5.4656 2.7470 -2.0640
69 C 3.8881 3.6986 -0.2152
70 F 4.8078 4.5224 0.2763
71 F 3.1021 3.2836 0.7865
72 F 3.1479 4.3573 -1.1053

Calculated values
Calculated total energy in eV: -142290.42776
Kohn-Sham gap in eV: 6.963
HOMO in eV: -8.01
Strongest force on any atom in Eh/bohr: 0.0275
E_LUMO in eV: -1.05
Energy above the lowest of the compared OMol25 structures with the same formula, charge and spin in kJ/mol: 32.1

Löwdin population analysis, charges in e, atoms 1 to 2: 0.523, -0.077